No. 1
Density functional theory data (ωB97M-V with the def2-TZVPD basis set) for a single C6H11Cl molecule at a distorted geometry.

Gap between HOMO and LUMO, hartree: 0.3813
F_max, eV/A: 2.71
SMILES string: C/C=C(\C)[C@H](C)Cl
Relative energy (zero: lowest compared OMol25 entry of this formula, charge and spin), kJ/mol: 12.2
Energy, a.u.: -695.38663
Total charge: 0
HOMO level, eV: -9.3915

CARTESIAN COORDINATES (ANGSTROEM)
C 0.774 1.532 2.486
C 0.779 0.548 1.363
C -0.243 0.156 0.624
C -1.660 0.699 0.729
C -0.100 -0.902 -0.453
C 1.219 -1.678 -0.499
Cl -0.372 -0.166 -2.083
H 1.420 2.294 2.254
H 1.059 1.031 3.412
H -0.179 2.005 2.626
H 1.727 0.056 1.182
H -1.989 1.184 -0.142
H -2.347 -0.160 0.885
H -1.767 1.390 1.509
H -0.874 -1.602 -0.378
H 1.163 -2.415 -1.239
H 1.442 -2.134 0.482
H 2.048 -0.951 -0.687

Forces on the atoms, in the same order (eV/Å):
C -1.363 -1.788 0.114
C 0.157 -0.383 0.223
C -0.994 0.084 -0.813
C 0.562 -2.108 0.332
C 1.630 0.582 0.250
C 0.605 2.113 1.553
Cl -0.010 0.145 -0.150
H 1.949 1.865 -0.256
H 0.147 0.178 0.071
H -0.580 0.037 0.149
H 0.119 0.094 0.049
H -0.218 0.556 -1.437
H 0.246 0.508 0.063
H -0.187 0.797 1.263
H -1.350 -0.929 0.257
H 0.130 -1.023 -1.129
H -0.289 0.048 -0.374
H -0.554 -0.775 -0.164

No. 2
Density functional theory data (ωB97M-V with the def2-TZVPD basis set) for a single C21H24N4O2 molecule at a distorted geometry.

Gap between HOMO and LUMO, hartree: 0.3003
F_max, eV/A: 1.09
SMILES string: COc1ccc(-c2[nH]ncc2/C=C(/C#N)C(=O)NC2CCCCCC2)cc1
Relative energy (zero: lowest compared OMol25 entry of this formula, charge and spin), kJ/mol: 253.0
Energy, a.u.: -1184.12008
Total charge: 0
HOMO level, eV: -8.2977

CARTESIAN COORDINATES (ANGSTROEM)
C -4.546 -0.008 7.717
O -4.133 -0.716 6.573
C -3.121 -0.214 5.823
C -2.436 0.969 6.091
C -1.419 1.384 5.253
C -1.061 0.643 4.128
C -0.004 1.096 3.246
N 1.091 1.755 3.678
N 1.938 2.058 2.692
C 1.401 1.586 1.594
C 0.158 0.958 1.859
C -0.813 0.432 0.953
C -0.604 -0.027 -0.302
C -1.706 -0.399 -1.092
N -2.582 -0.696 -1.775
C 0.740 -0.275 -0.926
O 1.709 -0.634 -0.289
N 0.750 -0.078 -2.261
C 1.906 -0.355 -3.095
C 1.717 -1.726 -3.761
C 2.633 -1.993 -4.956
C 2.034 -1.522 -6.280
C 2.021 -0.008 -6.469
C 1.313 0.762 -5.354
C 2.129 0.814 -4.061
C -1.746 -0.548 3.872
C -2.758 -0.968 4.703
H -4.917 0.989 7.461
H -3.736 0.080 8.449
H -5.357 -0.593 8.148
H -2.689 1.576 6.946
H -0.915 2.316 5.465
H 1.330 1.982 4.630
H 1.889 1.718 0.651
H -1.836 0.449 1.317
H -0.113 0.141 -2.737
H 2.755 -0.407 -2.405
H 1.886 -2.483 -2.992
H 0.677 -1.826 -4.082
H 3.606 -1.527 -4.795
H 2.796 -3.071 -5.028
H 2.606 -1.961 -7.101
H 1.012 -1.903 -6.358
H 3.049 0.355 -6.547
H 1.526 0.212 -7.418
H 0.329 0.328 -5.171
H 1.156 1.786 -5.702
H 3.188 0.865 -4.318
H 1.891 1.730 -3.515
H -1.457 -1.158 3.029
H -3.288 -1.888 4.514

Forces on the atoms, in the same order (eV/Å):
C -0.076 0.146 0.223
O 0.170 -0.129 -0.326
C 0.113 -0.033 -0.157
C -0.240 -0.092 0.292
C 0.063 -0.141 -0.284
C -0.264 0.024 0.332
C 0.299 0.040 -0.656
N -0.527 -0.299 0.081
N 0.736 0.432 -0.243
C -0.176 -0.049 0.359
C 0.230 0.199 0.759
C -0.073 -0.210 -0.471
C 0.433 0.194 0.982
C -0.772 -0.119 -0.301
N -0.179 -0.069 -0.174
C -0.103 0.075 -0.255
O 0.197 -0.015 0.228
N -0.045 0.059 -0.131
C 0.198 -0.046 0.029
C 0.278 0.071 0.079
C -0.295 -0.159 -0.058
C 0.312 0.159 -0.031
C -0.322 -0.185 -0.024
C 0.325 0.173 -0.082
C -0.127 -0.028 0.062
C 0.061 0.127 0.105
C -0.191 0.031 0.189
H 0.028 -0.040 0.009
H -0.027 0.005 -0.040
H 0.059 0.080 0.003
H -0.052 0.025 0.076
H 0.015 0.099 0.008
H 0.009 -0.070 -0.147
H 0.155 0.020 -0.170
H -0.029 -0.034 -0.120
H -0.017 -0.010 0.117
H -0.138 0.001 -0.131
H -0.106 0.015 0.032
H -0.046 -0.025 0.020
H 0.160 -0.032 0.000
H 0.096 0.030 0.027
H -0.070 -0.045 -0.040
H -0.037 -0.059 -0.029
H 0.040 0.059 -0.036
H 0.074 0.034 -0.040
H -0.175 0.021 -0.026
H -0.096 -0.032 0.032
H 0.051 0.037 -0.011
H 0.113 -0.032 0.023
H 0.023 -0.086 -0.061
H -0.055 -0.118 -0.025

No. 3
Density functional theory data (ωB97M-V with the def2-TZVPD basis set) for a molecular structure, C22H27Cl36F3IO5PS at a distorted geometry.

Gap between HOMO and LUMO, hartree: 0.3246
F_max, eV/A: 5.32
Energy, a.u.: -19134.34356
Total charge: 0
HOMO level, eV: -8.7012

CARTESIAN COORDINATES (ANGSTROEM)
C -0.551 0.484 -6.109
O 0.840 0.717 -5.956
C 1.222 0.087 -4.731
C 2.736 0.126 -4.529
C 3.309 -1.005 -3.658
C 2.773 -1.036 -2.180
S 1.346 -2.210 -2.308
O 2.429 0.346 -1.918
C 3.561 0.869 -1.287
O 4.152 1.798 -1.581
C 3.772 -0.169 -0.156
I 5.464 0.338 1.057
P 2.298 0.155 1.016
O 0.903 -0.447 0.382
O 2.086 1.797 0.877
C 3.780 -1.453 -1.047
C 3.339 -2.571 -0.047
C 5.155 -1.968 -1.516
F 5.858 -2.495 -0.530
F 5.915 -0.998 -2.001
F 5.020 -2.931 -2.401
H -0.762 -0.584 -6.271
H -0.951 1.047 -6.955
H -1.055 0.814 -5.185
H 0.770 0.683 -3.918
H 0.800 -0.926 -4.724
H 3.090 1.106 -4.199
H 3.182 -0.007 -5.528
H 4.400 -0.962 -3.740
H 3.021 -1.959 -4.117
H 0.318 -1.501 -1.776
H 0.518 0.194 -0.244
H 2.945 2.249 0.885
H 3.896 -2.523 0.893
H 3.481 -3.555 -0.510
H 2.280 -2.521 0.219
C 0.756 1.102 5.042
Cl 2.240 1.975 5.472
Cl -0.645 2.176 5.066
Cl 0.926 0.349 3.454
H 0.596 0.325 5.780
C 0.953 -3.719 3.332
Cl 2.531 -3.020 2.962
Cl -0.348 -2.619 2.869
Cl 0.752 -5.268 2.514
H 0.897 -3.884 4.401
C 0.137 -9.105 3.989
Cl 0.938 -7.908 5.008
Cl -1.492 -9.435 4.579
Cl 0.091 -8.573 2.302
H 0.707 -10.024 4.035
C -2.482 -6.797 0.048
Cl -3.961 -7.735 0.326
Cl -2.153 -6.602 -1.676
Cl -2.598 -5.222 0.828
H -1.655 -7.336 0.491
C 0.267 6.536 4.756
Cl 1.047 5.075 5.360
Cl -1.348 6.708 5.448
Cl 1.250 7.961 5.091
H 0.163 6.443 3.683
C -3.144 -1.442 -2.590
Cl -1.878 -1.215 -1.378
Cl -2.440 -1.800 -4.168
Cl -4.258 -2.717 -2.097
H -3.692 -0.511 -2.661
C 1.333 4.332 9.411
Cl 1.273 3.281 10.831
Cl 1.557 3.384 7.939
Cl -0.130 5.316 9.300
H 2.181 4.997 9.519
C -3.489 6.083 1.885
Cl -2.591 4.855 2.774
Cl -2.585 6.611 0.459
Cl -5.081 5.480 1.417
H -3.627 6.939 2.534
C -5.061 2.388 -2.608
Cl -3.407 1.920 -3.013
Cl -6.188 1.081 -2.993
Cl -5.181 2.835 -0.907
H -5.320 3.257 -3.203
C -4.121 6.689 -3.498
Cl -2.477 6.193 -3.898
Cl -5.274 5.412 -3.915
Cl -4.250 7.104 -1.790
H -4.365 7.567 -4.083
C 0.853 7.851 0.691
Cl 0.225 9.028 1.853
Cl 2.059 8.599 -0.358
Cl 1.538 6.444 1.511
H 0.030 7.513 0.075
C -4.249 -9.893 -3.755
Cl -3.016 -11.158 -3.758
Cl -5.813 -10.548 -4.252
Cl -4.361 -9.136 -2.163
H -3.957 -9.135 -4.471

Forces on the atoms, in the same order (eV/Å):
C 0.056 0.295 0.133
O -0.118 -0.390 0.031
C 0.056 0.872 0.282
C 0.128 -0.375 -0.810
C 0.205 -0.481 -0.174
C -0.096 -0.089 -1.415
S -0.383 0.454 0.169
O 0.114 -0.079 -0.040
C -1.865 -4.510 2.119
O 1.730 4.087 -1.327
C 0.491 1.754 -2.411
I -0.346 -0.150 -0.125
P 0.318 -1.189 1.557
O 0.554 1.414 -0.405
O 0.222 -0.822 -0.813
C -0.595 -0.842 2.798
C -0.654 -0.595 -0.753
C -0.514 1.135 0.680
F 0.475 -0.410 1.073
F 0.474 0.734 -0.912
F -0.306 -0.655 -1.195
H 0.056 0.151 0.084
H 0.284 0.040 0.063
H -0.189 -0.148 -0.289
H -0.173 -0.474 -0.008
H 0.303 0.053 0.139
H -0.269 -0.111 0.123
H -0.047 -0.096 0.201
H -0.207 0.181 0.302
H 0.210 0.129 0.035
H 0.858 -0.214 -0.089
H -0.017 -0.206 -0.107
H -0.142 0.099 0.054
H 0.209 0.127 -0.527
H -0.001 0.067 0.257
H 0.195 0.232 -0.248
C -0.214 0.090 -0.194
Cl 0.017 -0.388 -0.422
Cl -0.054 -0.116 0.104
Cl -0.163 0.261 1.048
H 0.053 0.035 0.003
C -0.096 0.003 -0.168
Cl -0.164 -0.093 0.452
Cl -0.039 -0.182 0.015
Cl 0.093 0.037 0.076
H -0.010 -0.022 -0.039
C -0.134 0.106 0.095
Cl 0.018 -0.087 -0.020
Cl 0.053 -0.019 -0.035
Cl 0.074 -0.134 -0.007
H -0.007 0.029 -0.039
C -0.129 0.137 -0.036
Cl 0.216 0.329 0.486
Cl 0.070 0.034 0.072
Cl 0.011 -0.013 0.029
H -0.052 -0.022 0.003
C 0.039 -0.037 0.041
Cl -0.050 0.472 -0.285
Cl -0.019 0.088 0.113
Cl 0.011 -0.017 0.057
H -0.039 0.037 0.021
C -0.142 -0.189 -0.080
Cl -0.386 0.057 0.266
Cl -0.020 0.040 0.093
Cl 0.065 0.074 0.018
H 0.006 -0.143 -0.023
C -0.135 -0.054 -0.050
Cl 0.035 0.041 -0.010
Cl 0.046 0.029 0.753
Cl 0.057 0.018 -0.013
H -0.027 -0.016 0.006
C 0.137 -0.131 0.115
Cl -0.014 -0.040 -0.108
Cl 0.407 -0.126 0.849
Cl 0.013 0.085 0.048
H 0.018 -0.008 -0.029
C -0.122 -0.133 0.150
Cl 0.069 0.238 -0.079
Cl 0.039 -0.001 -0.024
Cl 0.044 0.030 -0.120
H 0.088 -0.348 0.162
C 0.005 0.089 0.135
Cl -0.044 0.011 0.008
Cl -0.085 0.405 -0.224
Cl -0.415 0.070 -0.932
H -0.018 -0.068 -0.050
C 0.086 0.156 -0.012
Cl -0.016 -0.161 -0.104
Cl -0.051 -0.025 0.004
Cl -0.028 -0.013 -0.065
H 0.026 -0.006 0.046
C -0.112 -0.068 0.127
Cl 0.002 0.045 -0.029
Cl 0.035 0.033 -0.037
Cl -0.057 -0.374 -0.624
H -0.007 -0.032 0.011